# 1
ORCA calculation (wB97M-V/def2-TZVPD) on an isolated molecule of C17H21N3O3S2 in a non-equilibrium geometry.

Element x y z (Å)
C -7.3399 2.5015 0.1300
S -5.5275 2.5695 0.1902
C -5.0302 0.8810 0.0260
C -5.9093 -0.1813 -0.1320
C -5.4019 -1.4635 -0.2529
C -4.0430 -1.7111 -0.2216
C -3.1597 -0.6452 -0.0631
N -1.7722 -0.7965 -0.0189
C -1.0269 -1.9329 -0.1394
O -1.5021 -3.0376 -0.3395
C 0.4194 -1.6806 0.0017
C 1.0682 -0.5371 0.4477
C 2.4399 -0.8088 0.4415
S 3.7415 0.2991 0.8879
O 4.8022 -0.4460 1.4989
O 3.1632 1.3959 1.6168
N 4.2553 0.7654 -0.6480
C 3.4806 1.8666 -1.2091
C 4.4706 3.0121 -1.4849
C 5.6956 2.6324 -0.6529
C 5.6658 1.1083 -0.7404
C 2.5951 -2.1006 -0.0081
N 1.3816 -2.6230 -0.2625
C 1.1844 -3.9530 -0.7789
C -3.6618 0.6454 0.0604
H -7.7164 1.9018 0.9534
H -7.6660 2.1087 -0.8286
H -7.6738 3.5287 0.2397
H -6.9752 -0.0275 -0.1621
H -6.0865 -2.2896 -0.3750
H -3.6640 -2.7133 -0.3178
H -1.2656 0.0645 0.1264
H 0.6473 0.3886 0.7857
H 2.9806 1.5280 -2.1211
H 2.7247 2.1608 -0.4787
H 4.0576 3.9787 -1.2059
H 4.7315 3.0354 -2.5437
H 5.5569 2.9383 0.3846
H 6.6192 3.0610 -1.0358
H 6.0433 0.7635 -1.7089
H 6.2019 0.6025 0.0600
H 3.4999 -2.6581 -0.1405
H 0.1431 -4.2386 -0.6469
H 1.4307 -3.9859 -1.8424
H 1.8298 -4.6501 -0.2458
H -2.9906 1.4832 0.1860

highest occupied orbital energy = -8.1 eV
F_max = 1.14 eV/Å
SMILES = CSc1cccc(NC(=O)c2cc(S(=O)(=O)N3CCCC3)cn2C)c1
multiplicity = 1
total charge = 0

Just the Löwdin charges please, in e? Sure, here they are:
1 C -0.402
2 S 0.886
3 C -0.546
4 C -0.107
5 C -0.071
6 C -0.015
7 C -0.212
8 N 0.140
9 C -0.379
10 O 0.059
11 C -0.123
12 C 0.006
13 C -0.263
14 S 0.674
15 O -0.285
16 O -0.289
17 N -0.230
18 C -0.197
19 C -0.158
20 C -0.163
21 C -0.200
22 C -0.035
23 N -0.077
24 C 0.001
25 C -0.068
26 H 0.037
27 H 0.037
28 H 0.029
29 H 0.088
30 H 0.107
31 H 0.096
32 H 0.125
33 H 0.114
34 H 0.118
35 H 0.102
36 H 0.109
37 H 0.109
38 H 0.116
39 H 0.110
40 H 0.125
41 H 0.107
42 H 0.141
43 H 0.078
44 H 0.102
45 H 0.099
46 H 0.105

***

# 2
ORCA calculation (wB97M-V/def2-TZVPD) on a cluster of 3 separate species, C33H65FIN8O7P2 in total in a non-equilibrium geometry.

Element x y z (Å)
C 2.6058 -6.1955 3.9801
C 3.9587 -5.9403 3.2884
C 3.7338 -5.2422 1.9018
C 3.6388 -3.7252 2.1532
C 3.2676 -2.8883 0.9007
C 1.9864 -2.0145 1.0279
C 1.8870 -1.1966 2.3435
C 0.4881 -1.0768 2.9323
C 0.0033 0.1883 3.3157
C 0.8381 1.4687 3.2039
O 1.4666 1.7537 4.1872
O 0.8615 2.2939 2.1422
C -1.2656 0.3592 3.8851
I -1.8351 2.3125 4.4749
C -2.0582 -0.7557 4.0501
C -3.4463 -0.6569 4.6517
C -4.5911 -0.4994 3.6034
C -4.4897 0.7575 2.7180
C -5.4366 0.7067 1.4967
O -6.7596 0.9701 1.9016
C -7.5456 -0.1943 2.0711
N -1.5716 -1.9472 3.6962
O -2.3912 -3.0521 3.8890
C -2.1393 -3.5616 5.0973
N -1.7012 -4.2231 5.9475
C -0.3518 -2.1409 3.1713
C 0.0065 -3.5921 2.8940
C -0.8025 -4.1751 1.7153
O -1.0027 -5.3330 1.5561
F -1.2729 -3.2752 0.8222
H 1.9112 -6.7439 3.3306
H 2.1094 -5.2431 4.2181
H 2.7595 -6.7343 4.9207
H 4.5001 -5.2171 3.9152
H 4.5774 -6.8359 3.1996
H 2.8188 -5.6644 1.4672
H 4.6236 -5.4758 1.3071
H 4.6420 -3.4023 2.4635
H 2.9924 -3.5470 3.0226
H 3.0963 -3.5765 0.0628
H 4.0917 -2.2400 0.5822
H 1.1200 -2.6458 0.8183
H 2.0269 -1.2879 0.2061
H 2.5577 -1.5297 3.1438
H 2.2036 -0.1754 2.0976
H 0.8082 1.8363 1.2879
H -3.6763 -1.5685 5.2174
H -3.4244 0.1517 5.3871
H -4.6090 -1.3834 2.9492
H -5.5210 -0.5151 4.1817
H -4.6530 1.6477 3.3319
H -3.4560 0.8043 2.3369
H -5.0694 1.4545 0.7832
H -5.3205 -0.2862 1.0328
H -7.4576 -0.6166 3.0847
H -7.3097 -0.9786 1.3382
H -8.6009 0.0729 1.9519
H 1.0549 -3.7335 2.6322
H -0.2190 -4.2666 3.7248
O 2.0194 3.6799 -1.4368
P 1.4494 5.0840 -1.2569
N 0.6839 5.1759 -2.7950
C 1.4030 5.2744 -4.0552
C -0.5102 4.3371 -2.8896
N 2.9678 5.8772 -1.0522
C 3.6667 6.6315 -2.0711
C 3.9502 5.1121 -0.2816
N 0.6558 6.6423 -0.8015
C -0.3385 6.4798 0.2661
C 0.1880 7.6414 -1.7419
H 0.7066 5.5499 -4.8514
H 1.9136 4.3472 -4.3384
H 2.1275 6.0859 -4.0406
H -1.3841 4.8822 -2.5055
H -0.4126 3.4115 -2.3141
H -0.7479 4.0526 -3.9127
H 3.9902 5.9967 -2.9070
H 4.5604 7.1032 -1.6576
H 3.0702 7.4583 -2.4590
H 4.4729 4.3744 -0.9033
H 3.4688 4.5822 0.5399
H 4.6868 5.7838 0.1627
H -1.2690 6.0324 -0.1075
H -0.5777 7.4385 0.7317
H 0.0562 5.8265 1.0527
H -0.7677 7.3760 -2.2108
H 0.9059 7.8426 -2.5322
H 0.0477 8.5842 -1.2047
O 0.6417 -0.4860 -5.5454
P 0.4771 -1.4292 -4.3692
N -0.8834 -2.3201 -4.9434
C -2.2343 -1.7935 -5.0352
C -0.5669 -3.2071 -6.0664
N 0.1917 -0.2252 -3.1628
C -1.1010 0.0991 -2.6037
C 0.9371 1.0191 -3.3124
N 0.6818 -2.5873 -3.0082
C 1.9260 -3.3638 -3.1054
C -0.3627 -3.4184 -2.4692
H -2.9351 -2.6157 -5.2015
H -2.3600 -1.0554 -5.8358
H -2.5585 -1.3520 -4.0945
H -0.1691 -4.1603 -5.6938
H 0.1822 -2.7720 -6.7343
H -1.4432 -3.4369 -6.6686
H -1.7786 0.5396 -3.3485
H -0.9990 0.8254 -1.7908
H -1.5870 -0.7653 -2.1463
H 0.4441 1.6980 -4.0200
H 1.9490 0.8295 -3.6684
H 1.0321 1.5245 -2.3494
H 1.8547 -4.1584 -3.8588
H 2.1829 -3.8203 -2.1453
H 2.7587 -2.7105 -3.3862
H -0.5776 -4.3076 -3.0758
H -1.2955 -2.8794 -2.3246
H -0.0491 -3.7588 -1.4762

highest occupied orbital energy = -9.6 eV
F_max = 6.80 eV/Å
multiplicity = 1
total charge = +1

Löwdin population analysis, charges in e, atoms 1 to 99:
1 C -0.109
2 C -0.244
3 C -0.201
4 C -0.220
5 C -0.164
6 C -0.159
7 C -0.081
8 C -0.044
9 C -0.061
10 C -0.589
11 O 0.146
12 O 0.127
13 C -0.472
14 I 1.207
15 C -0.181
16 C -0.122
17 C -0.158
18 C -0.205
19 C -0.227
20 O -0.164
21 C -0.104
22 N 0.056
23 O 0.094
24 C -0.244
25 N 0.255
26 C -0.065
27 C 0.027
28 C -0.428
29 O 0.199
30 F 0.109
31 H 0.076
32 H 0.048
33 H 0.076
34 H 0.103
35 H 0.106
36 H 0.107
37 H 0.115
38 H 0.121
39 H 0.078
40 H 0.095
41 H 0.117
42 H 0.084
43 H 0.120
44 H 0.137
45 H 0.120
46 H 0.135
47 H 0.115
48 H 0.086
49 H 0.122
50 H 0.117
51 H 0.090
52 H 0.083
53 H 0.126
54 H 0.119
55 H 0.078
56 H 0.093
57 H 0.094
58 H 0.104
59 H 0.126
60 O -0.306
61 P 0.772
62 N -0.340
63 C -0.113
64 C -0.128
65 N -0.325
66 C -0.136
67 C -0.151
68 N -0.303
69 C -0.152
70 C -0.129
71 H 0.087
72 H 0.087
73 H 0.053
74 H 0.073
75 H 0.044
76 H 0.085
77 H 0.083
78 H 0.084
79 H 0.067
80 H 0.080
81 H 0.063
82 H 0.082
83 H 0.071
84 H 0.080
85 H 0.071
86 H 0.082
87 H 0.065
88 H 0.094
89 O -0.274
90 P 0.771
91 N -0.344
92 C -0.124
93 C -0.118
94 N -0.323
95 C -0.148
96 C -0.152
97 N -0.313
98 C -0.141
99 C -0.140

***

# 3
ORCA calculation (wB97M-V/def2-TZVPD) on a cluster of 2 separate species, C3H3BrO in total in a non-equilibrium geometry.

Element x y z (Å)
C 0.9108 -0.4440 -0.1267
C 1.4330 -1.6079 0.0076
C -1.1421 1.1062 0.0915
O 1.8625 -2.6978 0.0613
Br -2.6586 0.0706 -0.0075
H 1.2974 0.5203 -0.3115
H -0.8649 1.6463 -0.7896
H -0.8381 1.4063 1.0749

highest occupied orbital energy (spin up / spin down) = -8.6 / -8.6 eV
F_max = 2.77 eV/Å
multiplicity = 1
total charge = 0

Just the Löwdin charges please, in e? Sure, here they are:
1 C 0.026
2 C -0.362
3 C -0.469
4 O 0.110
5 Br 0.698
6 H -0.010
7 H 0.004
8 H 0.002

***

# 4
ORCA calculation (wB97M-V/def2-TZVPD) on an isolated molecule of C21H26N2O3.

Element x y z (Å)
C 7.6011 4.2228 -0.9693
C 6.7177 3.1971 -0.2727
C 5.4479 2.9200 -1.0708
O 4.6932 1.9585 -0.3617
C 3.5120 1.5343 -0.8795
C 2.8247 0.5750 -0.1327
C 1.6181 0.0678 -0.5605
C 1.0627 0.5116 -1.7582
N -0.1605 0.0390 -2.2625
C -0.9901 -0.9004 -1.7555
O -0.7877 -1.5090 -0.7179
C -2.2479 -1.1158 -2.5815
C -3.4312 -0.3223 -2.0008
C -4.2502 -1.0479 -0.9280
O -5.4558 -0.9039 -0.8633
N -3.5380 -1.8236 -0.1000
C -4.1250 -2.5381 1.0148
C -3.7283 -4.0149 0.9450
C -3.6888 -1.9431 2.3355
C -2.3532 -1.6407 2.5740
C -1.9614 -1.1175 3.7935
C -2.8958 -0.8966 4.7909
C -4.2271 -1.1975 4.5612
C -4.6199 -1.7156 3.3395
C 1.7420 1.4686 -2.5022
C 2.9541 1.9789 -2.0741
H 7.0722 5.1656 -1.0904
H 8.4986 4.4054 -0.3846
H 7.8987 3.8676 -1.9535
H 6.4341 3.5552 0.7179
H 7.2591 2.2586 -0.1455
H 4.8685 3.8467 -1.1892
H 5.7072 2.5389 -2.0689
H 3.2643 0.2381 0.7923
H 1.1035 -0.6734 0.0263
H -0.4416 0.4788 -3.1284
H -2.0753 -0.8064 -3.6138
H -2.4886 -2.1805 -2.5806
H -3.0790 0.6158 -1.5617
H -4.1317 -0.0671 -2.7976
H -2.5270 -1.8637 -0.1796
H -5.2106 -2.4374 0.9090
H -4.1679 -4.5577 1.7777
H -4.0775 -4.4549 0.0138
H -2.6462 -4.1126 0.9978
H -1.6121 -1.8071 1.8062
H -0.9211 -0.8823 3.9663
H -2.5878 -0.4894 5.7429
H -4.9624 -1.0253 5.3337
H -5.6610 -1.9433 3.1606
H 1.3213 1.8240 -3.4331
H 3.4499 2.7198 -2.6807

highest occupied orbital energy = -8.3 eV
F_max = 0.64 eV/Å
SMILES = CCCOc1ccc(NC(=O)CCC(=O)N[C@@H](C)c2ccccc2)cc1
multiplicity = 1
total charge = 0

Just the Löwdin charges please, in e? Sure, here they are:
1 C -0.110
2 C -0.230
3 C -0.228
4 O -0.044
5 C -0.271
6 C 0.011
7 C -0.001
8 C -0.221
9 N 0.135
10 C -0.454
11 O 0.039
12 C -0.093
13 C -0.076
14 C -0.493
15 O 0.052
16 N 0.111
17 C -0.310
18 C -0.025
19 C -0.183
20 C -0.031
21 C -0.082
22 C -0.098
23 C -0.087
24 C -0.034
25 C -0.025
26 C -0.018
27 H 0.072
28 H 0.070
29 H 0.072
30 H 0.114
31 H 0.114
32 H 0.133
33 H 0.133
34 H 0.121
35 H 0.101
36 H 0.143
37 H 0.112
38 H 0.129
39 H 0.130
40 H 0.119
41 H 0.087
42 H 0.141
43 H 0.083
44 H 0.079
45 H 0.080
46 H 0.101
47 H 0.101
48 H 0.099
49 H 0.101
50 H 0.114
51 H 0.112
52 H 0.104

***

# 5
ORCA calculation (wB97M-V/def2-TZVPD) on a cluster of 2 separate species, H2N3O in total in a non-equilibrium geometry.

Element x y z (Å)
N 0.6167 -1.1479 0.3560
N -1.0256 0.0622 -1.2683
N 0.1481 0.0228 0.2615
O 0.3027 1.1390 0.8173
H 1.3006 -1.1909 1.1502
H -1.3425 1.1149 -1.3167

highest occupied orbital energy = -2.5 eV
F_max = 5.45 eV/Å
multiplicity = 1
total charge = -1

Just the Löwdin charges please, in e? Sure, here they are:
1 N -0.007
2 N -0.177
3 N -0.488
4 O -0.198
5 H 0.019
6 H -0.149

***

# 6
ORCA calculation (wB97M-V/def2-TZVPD) on an isolated molecule of C3HClF2 in a non-equilibrium geometry.

Element x y z (Å)
F 1.5508 -1.9894 1.1139
C 1.4062 -1.2323 0.0059
F 1.4818 -1.9974 -1.1168
C 0.4004 -0.1425 -0.0609
C 1.6634 0.2347 0.0225
Cl 3.0341 1.1902 0.0098
H -0.6008 0.1325 0.0871

highest occupied orbital energy = -10.6 eV
F_max = 2.90 eV/Å
SMILES = FC1(F)C=C1Cl
multiplicity = 1
total charge = 0

Just the Löwdin charges please, in e? Sure, here they are:
1 F 0.093
2 C -0.518
3 F 0.076
4 C 0.116
5 C -0.603
6 Cl 0.744
7 H 0.093